No. 1
Computed, not measured: a 5-piece molecular cluster, C34H70I3N2O14S3 overall, with wB97M-V/def2-TZVPD.

Atoms and positions in Å:
1 C -0.232122 -5.464245 -2.173703
2 C -0.879315 -4.093538 -2.092788
3 I -0.131914 -2.742101 -3.632351
4 C -1.003123 -3.437399 -0.713325
5 N 0.043703 -3.524296 0.284829
6 S -0.050893 -4.899661 1.257164
7 C 1.252456 -2.706349 0.223498
8 N 0.925091 -1.599671 -0.681422
9 C 2.364120 -3.453876 -0.550844
10 O 2.830088 -4.629864 0.070279
11 O 3.425344 -5.482144 -0.916950
12 C 1.769636 -2.091127 1.585795
13 C 3.094566 -1.337476 1.190891
14 C 3.518478 -0.200120 2.114689
15 C 4.102854 -0.577094 3.477663
16 S 5.332676 0.620159 3.949994
17 O 4.721493 1.915269 4.023571
18 O 5.982090 0.237492 5.167215
19 O 6.461912 0.631649 2.814496
20 C 2.290470 -3.171038 2.609804
21 C 1.725442 -3.137045 4.012082
22 O 1.767685 -2.226262 4.747294
23 I 1.010943 -5.043261 4.819442
24 O 1.018017 -1.060843 2.174489
25 C -0.377175 -0.885494 2.483236
26 C -1.128555 -0.187093 1.332960
27 C -2.536453 0.318392 1.634878
28 C -2.801859 1.822118 1.572762
29 S -2.415991 2.616934 -0.008675
30 C -0.296199 -0.023427 3.749184
31 C 0.765006 1.055844 3.731715
32 O 1.699985 1.019588 4.437439
33 I 0.705045 2.785529 2.408154
34 C -1.304971 -2.089868 2.934227
35 O -2.196089 -2.463481 2.149869
36 O -1.118589 -2.494146 4.106061
37 H 0.658009 -5.562503 -1.561762
38 H -0.961041 -6.191309 -1.824093
39 H 0.036459 -5.704488 -3.196613
40 H -1.905110 -4.222219 -2.416936
41 H -1.849132 -3.944536 -0.256562
42 H -1.388131 -2.439356 -0.869709
43 H 0.736099 -5.810761 0.636934
44 H 1.026998 -0.705812 -0.221009
45 H 1.525160 -1.584195 -1.493867
46 H 3.202842 -2.809962 -0.836363
47 H 1.890981 -3.732285 -1.496406
48 H 3.793484 -4.886843 -1.586397
49 H 3.901987 -2.050869 1.053048
50 H 2.995068 -0.864866 0.217744
51 H 4.328521 0.288452 1.569664
52 H 2.770803 0.575655 2.203796
53 H 4.634772 -1.522517 3.475516
54 H 3.394338 -0.490006 4.294410
55 H 6.581190 1.568750 2.600008
56 H 2.198829 -4.183814 2.248576
57 H 3.352350 -3.044564 2.793026
58 H -1.281273 -0.988552 0.627593
59 H -0.497170 0.530484 0.814910
60 H -3.228865 -0.125021 0.925181
61 H -2.879797 -0.031140 2.605214
62 H -2.390809 2.379454 2.408692
63 H -3.881048 1.946971 1.636008
64 H -1.295142 2.051938 -0.464868
65 H -1.259796 0.408395 4.008840
66 H -0.017725 -0.642258 4.592215
67 C -6.256187 1.832625 -1.328652
68 C -6.613729 0.469948 -1.897922
69 O -6.185655 -0.616076 -1.098684
70 C -6.715197 -0.674590 0.210720
71 C -8.228575 -0.813305 0.256431
72 H -5.193357 1.880518 -1.086194
73 H -6.491515 2.620147 -2.047208
74 H -6.811879 2.043592 -0.412772
75 H -6.115295 0.332870 -2.857557
76 H -7.692042 0.406562 -2.092165
77 H -6.390898 0.194250 0.795642
78 H -6.254830 -1.548589 0.670568
79 H -8.731213 0.084623 -0.107997
80 H -8.558079 -0.986685 1.281298
81 H -8.552642 -1.650395 -0.363808
82 C -3.375331 1.487185 -3.871614
83 C -2.466730 2.704620 -3.880960
84 O -1.090737 2.388218 -3.956840
85 C -0.671293 1.693442 -5.115085
86 C -0.876765 2.463950 -6.409579
87 H -3.064248 0.785132 -3.096460
88 H -4.404921 1.789584 -3.677792
89 H -3.358266 0.958092 -4.826618
90 H -2.587175 3.250185 -2.943609
91 H -2.748579 3.393558 -4.688552
92 H -1.151484 0.709568 -5.169045
93 H 0.394083 1.512517 -4.970462
94 H -1.935250 2.588400 -6.644339
95 H -0.411812 1.932925 -7.240895
96 H -0.434543 3.458643 -6.335045
97 C -7.652307 6.820203 -4.883202
98 C -7.513511 6.316228 -3.455591
99 O -6.878694 5.058650 -3.352375
100 C -5.546364 4.994094 -3.829812
101 C -4.585726 5.906921 -3.087138
102 H -8.121914 6.061630 -5.510719
103 H -8.263474 7.723000 -4.905648
104 H -6.684474 7.063024 -5.324370
105 H -8.504888 6.176491 -3.024036
106 H -6.999966 7.058799 -2.833905
107 H -5.514497 5.190781 -4.908199
108 H -5.232480 3.960202 -3.689334
109 H -4.800399 6.961028 -3.273064
110 H -3.561275 5.714678 -3.406678
111 H -4.655060 5.737529 -2.012072
112 C 10.037092 0.208059 4.526450
113 C 9.587705 -0.962141 3.668677
114 O 10.315649 -1.093442 2.456841
115 C 11.701025 -1.326482 2.595397
116 C 12.040005 -2.615776 3.326611
117 H 10.046818 1.127962 3.939767
118 H 9.357548 0.334197 5.368972
119 H 11.042827 0.060758 4.925869
120 H 8.550274 -0.803527 3.382352
121 H 9.619954 -1.896828 4.239354
122 H 12.189284 -0.471963 3.079353
123 H 12.090719 -1.374967 1.577842
124 H 11.752714 -2.573560 4.377981
125 H 13.113734 -2.802590 3.282223
126 H 11.517121 -3.458750 2.873233

Forces on atoms 1 to 2 (eV/Å):
0.2 0.2 0.0
-0.1 -0.1 0.2

Values from the calculation:
Gap between HOMO and LUMO (eV): 7.36
Molecular weight (Da): 1207.85
Charge: -1

***

No. 2
Computed, not measured: C27H27BaN9O2 as an isolated structure, with wB97M-V/def2-TZVPD.

Atoms and positions in Å:
1 Ba -0.066600 -0.064200 0.138200
2 O 6.624600 -1.078900 3.945700
3 N 6.051800 -0.033400 4.100300
4 O 6.491000 0.996500 4.531900
5 C 4.634100 -0.017400 3.710600
6 C 3.681800 -0.010200 4.671900
7 C 2.304000 -0.011800 4.317500
8 C 1.304400 -0.013500 5.305900
9 C -0.013900 -0.009300 4.920700
10 C -0.303900 -0.011500 3.555800
11 N 0.610700 -0.014100 2.603200
12 C 1.911800 -0.011100 2.955200
13 C 2.933500 -0.006400 1.934000
14 N 2.575100 0.007500 0.635700
15 C 3.521800 0.016300 -0.284100
16 C 4.887200 0.015600 0.003100
17 C 5.283900 0.001100 1.317600
18 C 4.300400 -0.013500 2.322000
19 H 3.943400 -0.008200 5.718900
20 H 1.582700 -0.018600 6.348900
21 H -0.813100 -0.007300 5.645100
22 H -1.336900 -0.011300 3.221800
23 H 3.192600 0.026800 -1.317300
24 H 5.613600 0.027100 -0.793100
25 H 6.333500 -0.002000 1.569900
26 N -0.292800 -0.483900 -2.489600
27 C -1.270700 -1.480700 -2.871300
28 C -1.635800 -1.610000 -4.190700
29 C -2.512500 -2.616200 -4.613800
30 C -3.019000 -3.506700 -3.710100
31 C -2.699200 -3.390300 -2.342100
32 C -3.217700 -4.269500 -1.370100
33 C -2.887800 -4.079800 -0.053500
34 C -2.052900 -3.009800 0.289800
35 N -1.530500 -2.174300 -0.583500
36 C -1.824600 -2.351100 -1.899100
37 H -0.445800 0.336100 -3.081800
38 H 0.616500 -0.853100 -2.776500
39 H -1.228200 -0.932800 -4.929300
40 H -2.768400 -2.691100 -5.657500
41 H -3.670000 -4.303400 -4.031300
42 H -3.872200 -5.074400 -1.667900
43 H -3.263700 -4.733300 0.716800
44 H -1.807800 -2.839400 1.334800
45 C -2.923500 2.050200 -0.712000
46 N -1.633000 2.276700 0.002900
47 C -1.987600 2.726600 1.380300
48 N -2.824800 3.895200 1.384400
49 C -4.058200 3.603700 0.661000
50 N -3.764200 3.216800 -0.714200
51 C -3.062100 4.317100 -1.366700
52 N -1.817300 4.614100 -0.666800
53 C -0.981300 3.444300 -0.663200
54 C -2.132200 4.987000 0.707400
55 H -3.456300 1.227200 -0.219700
56 H -2.705300 1.770500 -1.749300
57 H -1.061500 2.951700 1.922500
58 H -2.524200 1.912200 1.883600
59 H -4.692000 4.490100 0.658600
60 H -4.590000 2.790300 1.161600
61 H -3.697800 5.202300 -1.362400
62 H -2.842500 4.045800 -2.402400
63 H -0.050900 3.675700 -0.131100
64 H -0.751800 3.172800 -1.701300
65 H -2.769700 5.870800 0.704900
66 H -1.208200 5.218700 1.242900

Forces on atoms 1 to 2 (eV/Å):
-0.7 0.6 -0.3
0.5 -0.5 -0.1

Values from the calculation:
Gap between HOMO and LUMO (eV): 7.65
Molecular weight (Da): 646.90
Charge: +2

***

No. 3
Computed, not measured: C21H41IN2PtSi4Te as an isolated structure, with wB97M-V/def2-TZVPD.

Atoms and positions in Å:
1 C 3.234032 -2.426975 -2.117982
2 C 2.058169 -1.785840 -2.882310
3 H 4.150254 -2.352164 -2.715957
4 H 3.052418 -3.491163 -1.909545
5 H 3.442212 -1.933469 -1.154281
6 H 2.368192 -0.803593 -3.314350
7 H 1.783570 -2.391550 -3.762232
8 H 1.142754 -1.725188 -2.265911
9 C 3.718945 2.666242 -1.103154
10 C 4.230330 3.961973 -1.200949
11 C 3.784390 4.791521 -2.239002
12 C 2.868509 4.281865 -3.144063
13 H 4.007099 2.014986 -0.285297
14 H 4.959514 4.298454 -0.463042
15 H 4.147432 5.816150 -2.326695
16 H 2.441114 4.886877 -3.928512
17 N 2.828091 2.178345 -1.981386
18 C 2.429220 2.949300 -3.022388
19 C 1.479795 2.334155 -3.928450
20 N 1.098089 1.055101 -3.637631
21 C 0.222181 0.387752 -4.439083
22 C 0.016319 2.345819 -5.840891
23 C -0.341126 1.028944 -5.547498
24 H -0.002126 -0.638749 -4.142932
25 H -1.061256 0.491550 -6.163169
26 C 0.908830 3.009162 -5.019465
27 H 1.164879 4.053734 -5.155397
28 H -0.424224 2.862214 -6.695131
29 Pt 1.750062 0.292526 -1.811027
30 I 2.810651 -0.185328 0.519529
31 C -0.689791 2.410055 2.992977
32 Si -2.076816 1.185505 2.661497
33 C -2.845569 0.525388 4.248458
34 C -3.406907 1.977026 1.584917
35 Si -1.004813 -0.593894 1.565964
36 Te -0.824378 0.123092 -0.812674
37 Si 0.273954 -1.727971 3.179928
38 C -0.794400 -2.437267 4.553274
39 C 1.139237 -3.055257 2.179563
40 C 1.566907 -0.554804 3.874901
41 Si -2.640920 -2.047320 0.710393
42 C -3.448186 -2.981230 2.166568
43 C -4.026273 -1.176442 -0.251222
44 C -1.833184 -3.289391 -0.459877
45 H -1.135376 3.343499 3.367013
46 H -0.135893 2.639409 2.072574
47 H 0.024558 2.036750 3.738224
48 H -3.635117 1.227373 4.556540
49 H -3.305155 -0.465083 4.127878
50 H -2.105175 0.465663 5.057844
51 H -3.023367 2.230695 0.588275
52 H -4.285729 1.331861 1.457973
53 H -3.733904 2.907925 2.072714
54 H -1.741973 -2.869770 4.219430
55 H -0.222891 -3.243230 5.032871
56 H -1.017579 -1.689178 5.323441
57 H 1.295947 -2.767362 1.130786
58 H 2.132878 -3.211865 2.620151
59 H 0.581589 -3.998097 2.205315
60 H 1.915028 0.179883 3.129301
61 H 1.206526 -0.021793 4.766076
62 H 2.436683 -1.166168 4.156483
63 H -3.862387 -2.302214 2.926752
64 H -4.279607 -3.581306 1.761587
65 H -2.741609 -3.666762 2.655822
66 H -3.655374 -0.638377 -1.135520
67 H -4.732741 -1.947799 -0.599392
68 H -4.586954 -0.466838 0.371608
69 H -1.227634 -2.802383 -1.237275
70 H -1.192463 -3.997448 0.085560
71 H -2.629459 -3.857524 -0.968496

Forces on atoms 1 to 2 (eV/Å):
0.1 -0.4 -0.1
1.0 -1.6 -0.7

Values from the calculation:
Gap between HOMO and LUMO (alpha / beta) (eV): 4.77 / 5.26
Molecular weight (Da): 883.50
Charge: 0
2S+1: 3

***

No. 4
Computed, not measured: the molecule C6H7N, with wB97M-V/def2-TZVPD.

Atoms and positions in Å:
1 C 0.960153 0.150340 0.880265
2 C -0.344219 -0.267356 0.241373
3 C 1.389502 1.112628 1.597914
4 C 0.836871 -1.049843 0.023963
5 C 1.583105 -1.013467 -1.262428
6 C -2.185416 1.248205 0.518137
7 N -1.531681 0.075300 0.097419
8 H 0.936839 -2.072276 0.538958
9 H 1.180734 -0.400142 -1.924218
10 H 1.713143 -2.014661 -1.635713
11 H 2.473426 -0.582763 -0.947258
12 H -1.636883 2.087029 0.873044
13 H -2.830356 1.011456 1.446675
14 H -2.545217 1.715550 -0.448130

Forces on atoms 1 to 2 (eV/Å):
0.8 1.2 1.1
-1.7 0.8 0.2

Values from the calculation:
Gap between HOMO and LUMO (eV): 9.64
Molecular weight (Da): 93.13
Charge: 0

***

No. 5
Computed, not measured: the molecule C5H14N2O2, with wB97M-V/def2-TZVPD.

Atoms and positions in Å:
1 C 2.815103 -0.547012 0.785638
2 O 1.688118 -0.800129 -0.002196
3 C 0.639781 0.299614 0.005100
4 C 0.923333 1.257876 -1.137960
5 C -0.657785 -0.473272 -0.107747
6 N -0.836855 -1.034962 -1.395633
7 O -0.836655 -1.407944 0.912606
8 C -1.796849 0.706310 0.175109
9 N -3.012187 -0.001206 0.538705
10 H 3.337224 0.368583 0.471326
11 H 3.502370 -1.392114 0.714003
12 H 2.559333 -0.439572 1.850366
13 H 0.701561 0.791861 0.983899
14 H 0.425115 2.206147 -0.958915
15 H 0.564225 0.865406 -2.085299
16 H 1.993799 1.428751 -1.225891
17 H -0.075129 -1.657216 -1.636751
18 H -1.743778 -1.482275 -1.449528
19 H 0.009702 -1.549044 1.381076
20 H -1.964382 1.213628 -0.775215
21 H -1.506548 1.460851 0.918905
22 H -2.912870 -0.428668 1.453680
23 H -3.816629 0.614387 0.584721

Forces on atoms 1 to 2 (eV/Å):
0.2 0.4 0.3
-1.2 0.9 -0.1

Values from the calculation:
Gap between HOMO and LUMO (eV): 9.92
SMILES string: CO[C@@H](C)[C@@](N)(O)CN
Molecular weight (Da): 134.18
Charge: 0

***

Ordered energy above the lowest of the compared OMol25 structures with the same formula, charge and spin results: 0.0000; 0.3326; 1.0008; 6.8531; 1.7789; unit eV.
Ordered calculated total energy results: -124841.66736; -46623.53263; -75575.20597; -7818.79414; -12486.54912; unit eV.